Record 1
Density functional theory data (wB97M-V/def2-TZVPD) for a structure of composition C14H17AlF7S at a distorted geometry.

- HOMO: -4.608 eV
- Orbital gap: 7.6 eV
- Multiplicity: 1
- Charge: -1

Last column: Löwdin charge in e.
Positions of all 40 atoms, in Å:
C -4.72551 1.80963 -0.59676  -0.17
C -3.23944 1.44256 -0.83636  -0.58
S -2.36753 2.67196 -1.85237  0.73
C -0.75728 1.91214 -2.30473  -0.53
Al 0.22431 1.06864 -0.75612  0.29
F -0.81826 -0.08428 0.09299  -0.21
C 0.87324 2.38208 0.64685  -0.21
C 0.19448 2.04666 2.00695  -0.26
C 0.87497 2.69522 3.23014  -0.21
F 1.21076 1.69591 4.16354  -0.10
C 1.85366 -0.02060 -1.45914  -0.40
F 3.04138 0.32080 -0.82898  0.00
F 2.01330 0.09828 -2.84887  -0.03
C 1.56702 -1.49082 -1.20224  -0.17
C 0.99570 -2.31842 -2.14760  -0.02
C 0.72992 -3.63061 -1.81778  -0.07
C 1.02025 -4.08919 -0.55954  -0.04
C 1.60826 -3.28045 0.38513  -0.12
C 1.94780 -3.75114 1.77573  -0.56
F 3.22970 -3.43365 2.07360  0.13
F 1.18419 -3.11366 2.69542  0.13
F 1.76454 -5.07082 1.95899  0.13
C 1.87293 -1.96954 0.05263  0.03
H -4.99548 2.82393 -0.90274  0.05
H -4.92429 1.67863 0.47408  0.06
H -5.34197 1.06114 -1.10856  0.06
H -3.16503 0.43593 -1.26137  0.07
H -2.73023 1.39012 0.13155  0.04
H -0.16991 2.67763 -2.82544  0.01
H -0.97136 1.11203 -3.03496  0.01
H 1.96252 2.26338 0.77353  0.05
H 0.65482 3.42207 0.36084  0.05
H -0.86727 2.30922 1.91389  0.09
H 0.23261 0.96128 2.17112  0.09
H 0.13978 3.32899 3.74405  0.10
H 1.76355 3.24769 2.91314  0.10
H 0.76405 -1.89476 -3.12121  0.12
H 0.26356 -4.27302 -2.56031  0.10
H 0.77190 -5.12593 -0.33463  0.11
H 2.31435 -1.30899 0.79554  0.14

---

Record 2
Density functional theory data (wB97M-V/def2-TZVPD) for a structure of composition C14H17AsBrNO8PtS at a distorted geometry.

- HOMO: -8.192 eV
- ΔE to the lowest compared entry with this formula, charge and spin: 14.1 kcal/mol
- Orbital gap: 7.7 eV
- Multiplicity: 1

Last column: Löwdin charge in e.
Positions of all 44 atoms, in Å:
Pt -0.77298 -0.02847 -0.33192  1.13
O -1.69224 -2.18991 3.09110  -0.22
As -0.26699 -1.42872 2.46964  0.90
O 0.87650 -1.24505 3.59926  -0.43
O -0.72154 0.05307 1.70509  -0.57
C 0.40370 -2.43018 0.95041  -0.26
C 1.76048 -2.69004 0.98056  -0.08
C 2.44201 -3.04422 -0.18413  -0.07
C 1.75714 -3.11804 -1.38098  -0.06
C 0.38526 -2.88061 -1.42061  -0.07
C -0.28904 -2.50562 -0.26688  -0.36
S -2.09124 -2.54091 -0.32685  0.53
O -2.45091 -2.82043 -1.70045  -0.30
O -2.52154 -3.47898 0.67221  -0.27
O -2.47839 -1.11242 0.03596  -0.44
H -2.17568 -2.65492 2.38242  0.01
H 2.28514 -2.57046 1.92144  0.11
H 3.50298 -3.25338 -0.14711  0.11
H 2.27690 -3.38608 -2.29168  0.11
H -0.16961 -2.99206 -2.34195  0.11
O -1.63226 -0.25008 -2.44837  -0.18
H -2.34251 0.40724 -2.40728  0.06
H -2.07020 -1.12826 -2.36478  0.03
Br 1.13075 0.73841 -3.17581  0.88
C 1.91084 0.89279 -1.48379  -0.72
C 3.27114 1.15179 -1.42550  -0.11
C 3.87141 1.30823 -0.19169  -0.04
C 3.08364 1.22164 0.94294  -0.02
C 1.73962 0.95678 0.80492  -0.11
N 1.14274 0.77333 -0.39185  -0.10
H 3.83075 1.22724 -2.34492  0.10
H 4.93326 1.50109 -0.12285  0.12
H 3.48961 1.33960 1.93663  0.12
H 1.08434 0.87760 1.66206  0.09
C -3.44727 4.00538 -0.17013  -0.01
C -2.24539 3.11046 -0.07082  -0.48
C -1.32163 3.29380 1.10157  -0.01
O -2.03179 2.24270 -0.89346  -0.01
H -3.11844 5.04081 -0.28285  0.09
H -4.01716 3.95736 0.75987  0.09
H -4.07174 3.71678 -1.01075  0.08
H -1.54898 4.19057 1.67408  0.08
H -0.29172 3.33073 0.74504  0.08
H -1.40898 2.41144 1.74223  0.08

---

Record 3
Density functional theory data (wB97M-V/def2-TZVPD) for an isolated molecule of C14H17FN6O4S at a distorted geometry.

- HOMO: -9.445 eV
- ΔE to the lowest compared entry with this formula, charge and spin: 45.2 kcal/mol
- Orbital gap: 9.7 eV
- Multiplicity: 1

Last column: Löwdin charge in e.
Positions of all 43 atoms, in Å:
C 1.55500 5.87592 -2.23505  -0.02
O 0.84921 5.50876 -1.00703  -0.07
C 0.11962 6.58291 -0.45327  -0.39
O 0.18095 7.77670 -0.75479  0.08
C -0.71241 6.14649 0.77785  -0.08
N -0.17057 4.91677 1.33986  0.04
C -0.38561 3.67073 0.75701  -0.43
N -1.57299 3.30459 0.24594  0.22
C -1.59785 2.04609 -0.20831  -0.30
F -2.72530 1.56383 -0.84029  0.09
N -0.61449 1.23416 0.11238  0.20
C 0.37987 1.65695 0.73459  -0.44
N 1.16752 0.72679 1.31216  0.09
C 1.04968 -0.65510 0.86372  -0.20
C -0.17198 -1.42677 1.32136  -0.13
C 0.07458 -2.85354 0.81481  -0.20
C -0.20216 -3.91168 1.63478  -0.06
C -0.26567 -5.14210 1.16857  -0.07
C 0.05079 -5.39122 -0.18501  -0.21
S -0.02577 -7.07709 -0.93298  0.66
N -1.52624 -6.97124 -1.69027  -0.07
O 0.96789 -7.09560 -2.03805  -0.34
O -0.14735 -8.14743 0.01095  -0.31
C 0.10796 -4.25320 -1.10215  -0.01
C 0.18536 -2.92703 -0.60597  0.01
N 0.56651 2.92017 1.08218  0.21
H 1.05374 6.60677 -2.82549  0.08
H 2.35490 6.45975 -1.93450  0.07
H 1.78603 5.01186 -2.83875  0.10
H -0.73081 6.99924 1.52717  0.15
H -1.74229 6.03482 0.51886  0.11
H 0.70658 4.98035 1.85732  0.14
H 2.02120 1.10103 1.56743  0.11
H 1.10454 -0.60753 -0.22576  0.10
H 1.95271 -1.16080 1.18839  0.13
H -0.05917 -1.26184 2.38310  0.11
H -1.21467 -1.16880 1.06735  0.13
H -0.50161 -3.69365 2.63948  0.12
H -0.68897 -5.92356 1.68554  0.09
H -1.56793 -7.75306 -2.30253  0.05
H -2.25997 -7.10304 -1.04040  0.05
H 0.24516 -4.44807 -2.15451  0.10
H 0.40402 -2.15235 -1.23571  0.08

---

Record 4
Density functional theory data (wB97M-V/def2-TZVPD) for a cluster of 3 separate species, C14H17FNO8S2 in total at a distorted geometry.

- HOMO: -5.995 eV
- ΔE to the lowest compared entry with this formula, charge and spin: 139.8 kcal/mol
- Orbital gap: 8.7 eV
- Multiplicity: 1
- Charge: -1

Last column: Löwdin charge in e.
Positions of all 43 atoms, in Å:
O -2.30280 -4.70331 -0.74303  -0.40
S -1.33607 -3.58228 -1.10976  0.68
O -0.71604 -3.98330 -2.43498  -0.37
F -2.31984 -2.19386 -1.26081  -0.29
N -0.22868 -3.47462 0.18379  -0.33
S 0.99647 -2.30776 -0.09488  0.60
O 1.16399 -1.87219 -1.52749  -0.41
O 2.29184 -2.88521 0.43057  -0.39
C 0.46682 -0.77359 0.84084  -0.23
C 0.55394 0.60588 0.12294  -0.03
C 0.07914 1.88017 0.89932  -0.07
C -0.47755 1.74141 2.35828  -0.07
C -0.52627 0.33976 3.06559  -0.07
C -0.04381 -0.92245 2.30673  -0.05
H 0.95582 0.70855 -0.94261  0.10
H 0.12386 2.93045 0.43788  0.09
H -0.84856 2.67169 2.90025  0.08
H -0.91147 0.19544 4.13670  0.08
H -0.05173 -1.95358 2.78574  0.10
O -2.82934 1.96345 0.24157  0.10
C -3.74307 1.18445 0.15949  -0.47
O -4.15454 0.38402 1.18004  0.03
C -5.18434 -0.49267 0.71050  -0.16
C -5.76047 0.18766 -0.50949  -0.17
C -4.55945 0.91471 -1.07502  -0.08
H -4.73573 -1.46184 0.47329  0.13
H -5.93308 -0.63175 1.49279  0.12
H -6.22357 -0.50772 -1.21183  0.12
H -6.52021 0.91527 -0.20478  0.12
H -3.98186 0.28118 -1.75249  0.13
H -4.84633 1.84418 -1.56683  0.12
O 4.87090 3.11079 0.77941  0.10
C 4.91463 2.11514 0.10058  -0.48
O 4.10039 1.04112 0.27134  0.03
C 4.49436 -0.00304 -0.62881  -0.15
C 5.24811 0.69250 -1.73755  -0.17
C 5.89186 1.85603 -1.01470  -0.09
H 5.12027 -0.71571 -0.08380  0.13
H 3.60905 -0.52299 -1.00006  0.11
H 5.96209 0.04244 -2.24641  0.12
H 4.54315 1.06972 -2.48548  0.12
H 6.85901 1.58406 -0.58495  0.13
H 5.98909 2.72780 -1.66189  0.12

---

Molecular weight across the listed records, respectively: 377.33 709.26 384.39 410.42 g/mol.
E across the listed records, respectively: -1883.532485 -6527.639946 -1671.184585 -2096.487950 Ha.